The following is a quantum chemistry calculation of a gas-phase ion, C5H5BrN2PS (charge +1) in a non-equilibrium geometry, from OMol25.

Structure (XYZ):
```
15
Properties=species:S:1:pos:R:3
Br 2.260 1.233 -2.274
P 2.333 -0.229 -0.674
N 1.202 -1.575 -1.269
C -0.115 -1.626 -1.181
N -0.910 -0.810 -0.487
C -0.527 0.190 0.465
C -1.373 1.007 1.221
C -0.671 1.845 2.017
S 1.010 1.830 1.632
C 0.793 0.523 0.637
H 1.763 -2.385 -1.498
H -0.619 -2.350 -1.682
H -1.854 -1.054 -0.708
H -2.371 0.840 1.128
H -0.921 2.561 2.672
```

The net charge is +1. As for the relative energy (zero: lowest compared OMol25 entry of this formula, charge and spin): 0.0 kJ/mol. For the LUMO energy, the calculation gives -4.14 eV. As for the HOMO-LUMO gap: 8.71 eV. As for the total energy: -98405.7163 eV. Its SMILES is BrP1NC=[NH+]c2ccsc21. As for the multiplicity: 1.